Record 1
Below is a molecular structure, C16H14NNiO2S4, with properties calculated with ωB97M-V with the def2-TZVPD basis set.

Cartesian coordinates (Å):
Ni1 -0.91763 -0.69877 0.02736
O1 -3.94306 -1.93087 5.99714
C1 -3.49763 -1.75698 4.88498
S1 -3.67584 -0.26328 3.96955
C2 -2.80525 -0.77376 2.52921
C3 -2.32298 -2.02477 2.52601
S2 -1.45599 -2.77857 1.21531
S3 -2.60686 -2.97810 3.97747
S4 -2.69555 0.34783 1.20286
N1 -0.91518 1.11909 -1.15306
C4 0.24747 1.57513 -1.82643
C5 0.14771 2.02786 -3.13540
C6 1.26217 2.49669 -3.81324
C7 2.48815 2.50544 -3.16800
C8 2.58555 2.02089 -1.87138
C9 1.48267 1.54007 -1.16359
C10 1.67521 0.94913 0.19988
C11 2.68758 1.49735 0.99707
C12 3.06854 0.89843 2.18539
C13 2.45840 -0.29095 2.56103
C14 1.42909 -0.81070 1.78501
C15 0.96240 -0.19461 0.61518
H1 -1.75225 1.16583 -1.72100
H2 -1.07717 1.61001 -0.27618
H3 -0.82332 2.01567 -3.61960
H4 1.16884 2.85098 -4.83198
H5 3.37208 2.86973 -3.67661
H6 3.55916 1.97921 -1.40052
H7 3.17450 2.41781 0.69161
H8 3.83005 1.35571 2.80630
H9 2.76363 -0.80266 3.46738
H10 0.94940 -1.72696 2.11273
C16 -1.62253 -2.86869 -2.28986
O2 -2.18841 -1.77520 -1.57630
H11 -2.39610 -3.56487 -2.61635
H12 -0.89258 -3.40573 -1.67948
H13 -1.12131 -2.45946 -3.16511
H14 -2.60295 -2.13792 -0.76736

As for the net charge: -1. Its spin multiplicity is 3. The value obtained for the frontier orbital gap (spin up / spin down) is 6.4333 / 6.5248 eV. The value obtained for the HOMO energy (spin up / spin down) is -3.7146 / -3.8431 eV. The energy above the lowest of the compared OMol25 structures with the same formula, charge and spin comes out at 0.4337 eV.

---

Record 2
Below is 4 unconnected molecules or ions with the total composition C24H47NO5, with properties calculated with ωB97M-V with the def2-TZVPD basis set.

Cartesian coordinates (Å):
C1 -2.32187 5.65381 -5.68022
C2 -2.93463 4.21934 -5.33100
C3 -1.78158 3.07724 -5.45455
C4 -2.53643 1.72910 -5.87822
C5 -0.87246 2.96260 -4.13523
C6 0.44245 3.81604 -4.57192
O1 0.72173 5.00337 -4.31005
N1 1.26416 2.81792 -5.32936
C7 0.69688 1.41582 -5.15872
C8 -0.11488 1.59641 -3.79728
O2 -0.83612 0.48836 -3.22777
C9 -0.49960 0.52342 -1.79572
C10 -1.32491 -0.53184 -0.93569
C11 -0.90591 -2.04873 -1.33089
C12 -0.95298 -0.30876 0.62903
C13 -1.48225 1.12727 1.17406
C14 -0.27214 2.06723 1.68376
C15 -2.63622 0.92996 2.29460
H1 -1.61271 5.97596 -4.83476
H2 -1.73880 5.61853 -6.66430
H3 -3.09485 6.48202 -5.78319
H4 -3.47484 4.18899 -4.32823
H5 -3.72656 3.93650 -6.12014
H6 -1.09982 3.45296 -6.30305
H7 -2.05306 0.76848 -5.51060
H8 -3.63723 1.70228 -5.54857
H9 -2.50530 1.68038 -7.02977
H10 -1.40481 3.42655 -3.24093
H11 2.10717 2.71941 -4.72485
H12 0.11894 1.17202 -6.12255
H13 1.53679 0.63740 -5.21308
H14 0.69821 1.93528 -3.05639
H15 -0.75533 1.59363 -1.44878
H16 0.61545 0.29894 -1.61544
H17 -2.45773 -0.47747 -1.11655
H18 -1.65777 -2.51996 -2.05610
H19 -0.92706 -2.68669 -0.37698
H20 0.16264 -2.12052 -1.72869
H21 -1.41692 -1.17935 1.21984
H22 0.18959 -0.39444 0.73421
H23 -1.97616 1.71143 0.31274
H24 0.41323 1.54577 2.42735
H25 -0.65776 3.03229 2.18022
H26 0.35488 2.30391 0.74666
H27 -3.63645 1.09156 1.74567
H28 -2.58866 1.69723 3.13240
H29 -2.62954 -0.15146 2.65376
C16 3.80269 -2.80658 -0.07919
C17 2.55723 -3.32208 0.59281
C18 2.55839 -4.75614 1.04753
O3 1.58788 -2.60554 0.76114
H30 3.65922 -1.75917 -0.35300
H31 4.65045 -2.87658 0.60553
H32 4.00081 -3.38164 -0.98606
H33 3.35042 -4.91211 1.78237
H34 2.70155 -5.41777 0.19003
H35 1.59980 -4.98892 1.51297
C19 0.33266 -6.07659 5.87885
C20 0.83972 -5.09599 4.85456
C21 0.19449 -3.73665 4.81828
O4 1.73630 -5.39215 4.08632
H36 0.88793 -7.01251 5.78979
H37 0.48179 -5.67507 6.88333
H38 -0.72623 -6.27985 5.70645
H39 0.33751 -3.23102 5.77564
H40 -0.87060 -3.83667 4.59887
H41 0.65862 -3.13638 4.03291
C22 1.47675 1.46314 5.45985
C23 1.35675 0.11990 6.12930
C24 2.58435 -0.42889 6.80721
O5 0.30935 -0.49762 6.12266
H42 0.51706 1.73212 5.01420
H43 1.74603 2.22292 6.19666
H44 2.22964 1.41896 4.66997
H45 2.90283 0.24698 7.60361
H46 3.38631 -0.55694 6.07712
H47 2.35154 -1.40134 7.24556

Its spin multiplicity is 1. The value obtained for the frontier orbital gap is 9.6906 eV. The value obtained for the HOMO energy is -9.1973 eV. As for the SMILES: CC[C@H](C)[C@@H]1C(=O)NC[C@@H]1OC[C@@H](C)CC(C)C.CC(C)=O.CC(C)=O.CC(C)=O.

---

Record 3
Below is Br2H2NOP in the gas phase, with properties calculated with ωB97M-V with the def2-TZVPD basis set.

Cartesian coordinates (Å):
N1 -1.34467 -0.18187 -0.19963
P1 0.55349 -0.14025 0.26851
O1 0.82507 -0.04266 1.66894
Br1 1.12371 -2.11510 -0.67932
Br2 1.64530 1.57894 -0.68065
H1 -1.24780 0.38542 -0.96570
H2 -1.55509 0.51554 0.58785

Its spin multiplicity is 1. The value obtained for the frontier orbital gap is 9.9346 eV. The value obtained for the HOMO energy is -11.0768 eV. As for the SMILES: NP(=O)(Br)Br. The energy above the lowest of the compared OMol25 structures with the same formula, charge and spin comes out at 1.3143 eV.

---

In the order shown, the computed max |F| values come out to 0.42; 4.37; 6.23 eV/A.